[1]
{
  "formula": "C38H46BaClF6Ge3N2O4S2",
  "method": "ωB97M-V/def2-TZVPD",
  "total_charge": -2,
  "largest_force_ev_per_a": 0.96,
  "e_above_lowest_ev": 0.447,
  "spin_multiplicity": 2,
  "homo_ev": [-1.456, -1.453],
  "gap_ev": [4.856, 4.391],
  "molar_mass_g_mol": 1163.5,
  "elements": ["Ba", "C", "C", "C", "C", "C", "H", "H", "H", "H", "H", "C", "C", "C", "N", "C", "C", "H", "H", "H", "H", "H", "C", "Ge", "C", "C", "C", "H", "H", "H", "H", "H", "H", "H", "H", "H", "H", "H", "Cl", "C", "C", "C", "C", "C", "C", "C", "H", "H", "H", "H", "H", "H", "F", "C", "F", "F", "S", "O", "O", "N", "S", "O", "O", "C", "F", "F", "F", "C", "Ge", "C", "C", "Ge", "C", "C", "C", "C", "C", "C", "C", "C", "C", "C", "C", "C", "H", "H", "H", "H", "H", "H", "H", "H", "H", "H", "H", "H", "H", "H", "H", "H", "H", "H", "H"],
  "positions_angstrom": [[0.86, -0.72, 1.27], [0.99, -2.82, -1.18], [0.42, -3.63, -0.19], [1.38, -3.78, 0.84], [2.54, -3.06, 0.47], [2.29, -2.47, -0.79], [0.50, -2.51, -2.10], [-0.56, -4.07, -0.21], [1.25, -4.37, 1.74], [3.44, -2.97, 1.06], [2.97, -1.82, -1.32], [-1.19, 3.23, -2.17], [-1.41, 3.43, -0.81], [-0.87, 2.52, 0.09], [-0.14, 1.47, -0.30], [0.06, 1.28, -1.60], [-0.44, 2.13, -2.57], [-1.61, 3.91, -2.90], [-2.00, 4.26, -0.45], [-1.04, 2.61, 1.15], [0.67, 0.42, -1.87], [-0.25, 1.93, -3.62], [5.86, 1.97, -1.64], [4.47, 0.56, -1.26], [5.64, -1.04, -1.32], [3.47, 0.59, -2.98], [3.42, 0.56, 0.31], [6.40, 1.68, -2.55], [6.57, 2.02, -0.81], [5.46, 2.97, -1.81], [6.29, -0.99, -2.20], [5.09, -1.98, -1.35], [6.27, -1.05, -0.43], [4.16, 0.44, -3.82], [2.98, 1.55, -3.13], [2.71, -0.19, -3.02], [3.07, 1.53, 0.67], [3.88, -0.06, 1.08], [3.46, 9.35, -3.03], [3.26, 7.70, -2.49], [4.36, 7.03, -1.95], [4.21, 5.73, -1.53], [2.96, 5.07, -1.62], [2.80, 3.74, -1.19], [1.87, 5.79, -2.16], [2.02, 7.09, -2.59], [5.31, 7.53, -1.88], [5.05, 5.20, -1.11], [1.84, 3.26, -1.27], [3.61, 3.17, -0.77], [0.91, 5.30, -2.24], [1.19, 7.64, -3.01], [-2.06, -1.10, 5.27], [-1.47, 0.02, 5.70], [-2.41, 0.96, 5.86], [-0.91, -0.22, 6.88], [-0.21, 0.61, 4.50], [-0.93, 0.71, 3.25], [0.34, 1.80, 5.07], [0.74, -0.64, 4.43], [2.30, -0.59, 4.71], [3.02, -0.19, 3.53], [2.70, -0.06, 5.98], [2.57, -2.41, 4.83], [2.05, -2.89, 5.96], [3.89, -2.64, 4.85], [2.04, -3.05, 3.80], [-2.62, -3.94, -2.73], [-2.97, -2.09, -2.10], [-4.88, -1.74, -2.53], [-2.06, -0.95, -3.45], [-2.27, -1.73, 0.25], [-3.83, -0.53, 0.70], [-4.72, -0.72, 1.77], [-5.67, 0.23, 2.10], [-5.78, 1.41, 1.38], [-4.91, 1.63, 0.31], [-3.96, 0.67, -0.01], [-3.01, -3.47, 0.99], [-2.26, -4.23, 1.89], [-2.75, -5.41, 2.44], [-4.01, -5.88, 2.08], [-4.78, -5.14, 1.19], [-4.28, -3.96, 0.66], [-3.15, -4.13, -3.67], [-2.95, -4.66, -1.98], [-1.55, -4.08, -2.88], [-5.10, -2.05, -3.56], [-5.10, -0.68, -2.43], [-5.56, -2.28, -1.86], [-2.32, -1.29, -4.46], [-0.98, -0.98, -3.34], [-2.38, 0.09, -3.35], [-4.66, -1.63, 2.35], [-6.34, 0.06, 2.94], [-6.52, 2.16, 1.64], [-4.97, 2.54, -0.27], [-3.29, 0.86, -0.84], [-1.27, -3.89, 2.19], [-2.14, -5.97, 3.14], [-4.39, -6.80, 2.50], [-5.76, -5.49, 0.90], [-4.90, -3.40, -0.03]],
  "lowdin_charge": [1.5907, -0.2348, -0.2708, -0.2709, -0.2914, -0.2758, 0.0671, 0.0573, 0.0706, 0.0832, 0.0274, -0.0924, -0.0720, -0.1383, -0.0349, -0.1690, -0.0757, 0.1027, 0.1020, 0.1101, 0.0963, 0.1095, -0.2453, 0.6511, -0.2319, -0.2341, -0.4565, -0.0013, 0.0032, -0.0337, 0.0021, -0.0032, 0.0100, 0.0042, -0.0091, -0.0060, -0.0916, -0.0874, 0.6107, -0.6774, -0.1187, -0.0322, -0.2837, 0.1184, -0.0299, -0.1202, 0.0991, 0.1088, 0.0506, 0.0258, 0.0981, 0.0984, 0.1454, -0.6790, 0.1306, 0.1312, 0.5415, -0.3805, -0.2641, -0.3598, 0.5671, -0.3329, -0.2683, -0.6789, 0.1338, 0.1373, 0.1247, -0.2629, 0.6567, -0.2658, -0.2713, 0.7499, -0.4040, -0.1208, -0.1166, -0.1325, -0.1191, -0.1715, -0.3963, -0.1336, -0.1058, -0.1274, -0.1128, -0.1478, 0.0007, -0.0007, 0.0028, 0.0008, -0.0017, -0.0070, 0.0067, -0.0104, -0.0075, 0.0905, 0.0871, 0.0816, 0.0870, 0.0769, 0.0801, 0.0911, 0.0840, 0.0878, 0.0743]
}

***

[2]
{
  "formula": "C3H9INO2",
  "method": "ωB97M-V/def2-TZVPD",
  "total_charge": 1,
  "largest_force_ev_per_a": 3.76,
  "e_above_lowest_ev": 5.093,
  "homo_ev": [-13.797, -13.054],
  "gap_ev": [8.558, 8.399],
  "molar_mass_g_mol": 218.0,
  "elements": ["C", "C", "C", "N", "O", "O", "I", "H", "H", "H", "H", "H", "H", "H", "H", "H"],
  "positions_angstrom": [[0.49, -0.39, -0.19], [1.28, 0.91, -0.50], [-1.95, -0.81, 0.21], [-0.91, -0.04, -0.55], [0.50, 1.98, 0.01], [-2.04, -2.02, -0.20], [-3.88, 0.26, 0.03], [0.58, -0.53, 0.86], [0.99, -1.15, -0.62], [2.41, 0.82, -0.13], [1.38, 0.94, -1.53], [-0.74, -1.14, 2.24], [-0.85, 0.98, -0.48], [-0.92, -0.18, -1.60], [0.88, 2.08, 0.91], [-2.60, -2.72, 0.16]],
  "lowdin_charge": [-0.1355, -0.2033, -0.7591, 0.0157, -0.0499, -0.0104, 0.8616, 0.0646, 0.1083, 0.1913, 0.0965, 0.1965, 0.1162, 0.2165, 0.1405, 0.1506]
}

***

[3]
{
  "formula": "C5H8N",
  "method": "ωB97M-V/def2-TZVPD",
  "total_charge": 1,
  "largest_force_ev_per_a": 4.14,
  "e_above_lowest_ev": 3.487,
  "homo_ev": -15.051,
  "gap_ev": 9.432,
  "molar_mass_g_mol": 82.1,
  "smiles": "CC=C=C=[NH+]C",
  "elements": ["C", "C", "C", "C", "N", "C", "H", "H", "H", "H", "H", "H", "H", "H"],
  "positions_angstrom": [[2.73, -0.51, -0.98], [1.92, -0.37, 0.36], [0.60, -0.23, 0.45], [-0.60, -0.14, 0.19], [-1.81, -0.11, 0.57], [-2.79, -0.08, -0.40], [3.73, -1.07, -0.85], [2.85, 0.46, -1.28], [1.97, -0.96, -1.64], [2.58, -0.43, 1.23], [-1.88, -0.20, 1.56], [-3.62, 0.61, -0.13], [-2.30, 0.27, -1.32], [-3.18, -1.08, -0.68]],
  "lowdin_charge": [-0.0121, 0.0100, 0.0618, 0.0132, 0.0275, -0.0531, 0.1298, 0.0501, 0.0947, 0.1346, 0.1860, 0.1260, 0.1131, 0.1183]
}

***

[4]
{
  "formula": "C28H32N7STl",
  "method": "ωB97M-V/def2-TZVPD",
  "total_charge": 2,
  "largest_force_ev_per_a": 1.45,
  "e_above_lowest_ev": 0.272,
  "homo_ev": -13.719,
  "gap_ev": 7.037,
  "molar_mass_g_mol": 703.1,
  "elements": ["Tl", "C", "N", "C", "C", "C", "C", "C", "N", "C", "C", "C", "C", "C", "C", "H", "H", "H", "H", "H", "H", "H", "H", "H", "H", "H", "N", "C", "C", "C", "C", "C", "C", "N", "C", "C", "C", "S", "C", "N", "H", "H", "H", "H", "H", "H", "H", "C", "C", "N", "C", "C", "C", "C", "N", "H", "H", "H", "H", "H", "H", "H", "H", "H", "H", "H", "H", "H", "H"],
  "positions_angstrom": [[0.71, -1.11, 1.95], [2.15, 2.31, -1.22], [0.84, 1.96, -0.67], [-0.12, 2.78, -0.76], [-1.38, 2.43, -0.09], [-2.45, 3.34, 0.27], [-3.40, 2.61, 0.89], [-2.94, 1.19, 0.99], [-1.66, 1.24, 0.32], [2.18, 3.31, -2.35], [3.04, 4.40, -2.29], [3.14, 5.28, -3.36], [2.37, 5.08, -4.50], [1.50, 4.00, -4.56], [1.41, 3.12, -3.50], [2.63, 1.38, -1.51], [2.72, 2.69, -0.37], [-0.07, 3.74, -1.28], [-2.46, 4.39, 0.05], [-4.32, 2.97, 1.31], [-1.18, 0.38, 0.05], [3.64, 4.57, -1.40], [3.81, 6.13, -3.30], [2.46, 5.77, -5.33], [0.90, 3.85, -5.45], [0.74, 2.27, -3.57], [-3.09, -3.14, -0.71], [-4.00, -2.13, -0.44], [-5.38, -2.06, -0.57], [-5.97, -0.87, -0.15], [-5.19, 0.19, 0.35], [-3.82, 0.09, 0.45], [-3.22, -1.10, 0.06], [-1.89, -1.47, 0.11], [-1.86, -2.69, -0.34], [-0.65, -3.51, -0.42], [-0.53, -4.72, -1.03], [1.06, -5.31, -0.84], [1.46, -3.91, 0.04], [0.48, -3.06, 0.19], [-3.32, -4.06, -1.05], [-5.97, -2.88, -0.95], [-7.04, -0.75, -0.22], [-5.70, 1.09, 0.66], [-2.75, 1.00, 2.06], [-1.26, -5.29, -1.59], [2.45, -3.75, 0.45], [1.51, -1.71, -2.41], [2.13, -0.58, -1.60], [3.54, -0.80, -1.28], [4.47, -0.61, -2.40], [5.14, 0.76, -2.41], [3.93, -1.05, -0.02], [5.40, -1.23, 0.27], [3.05, -1.11, 0.95], [0.43, -1.58, -2.48], [1.71, -2.68, -1.93], [1.91, -1.75, -3.42], [1.59, -0.45, -0.66], [2.05, 0.36, -2.15], [3.89, -0.74, -3.31], [5.21, -1.41, -2.41], [4.39, 1.55, -2.47], [5.79, 0.84, -3.28], [5.74, 0.92, -1.52], [5.94, -1.68, -0.55], [5.52, -1.86, 1.15], [5.85, -0.26, 0.49], [3.54, -1.30, 1.82]],
  "lowdin_charge": [0.8383, -0.1711, 0.1150, -0.0492, -0.1333, 0.0556, 0.0699, -0.1915, 0.1601, -0.2531, -0.0371, -0.0572, -0.0631, -0.0635, -0.0592, 0.0435, 0.1453, 0.1467, 0.1345, 0.1400, 0.0949, 0.1172, 0.1143, 0.1142, 0.1115, 0.1133, 0.1998, -0.1560, 0.0201, -0.0370, -0.0054, -0.1038, -0.1771, 0.1240, -0.2556, -0.3270, -0.3038, 1.1253, -0.4769, -0.0899, 0.1724, 0.1252, 0.1197, 0.1166, 0.1957, 0.0905, 0.0857, -0.0397, -0.2312, -0.0615, -0.1785, -0.0370, -0.4135, 0.0169, -0.0435, 0.0832, 0.0451, 0.0828, 0.0438, 0.0851, 0.1188, 0.1174, 0.0607, 0.0939, 0.0750, 0.0837, 0.0914, 0.0994, 0.0291]
}

***

[5]
{
  "formula": "C6H10BrO3P",
  "method": "ωB97M-V/def2-TZVPD",
  "total_charge": 0,
  "largest_force_ev_per_a": 2.93,
  "e_above_lowest_ev": 1.388,
  "homo_ev": -9.501,
  "gap_ev": 9.258,
  "molar_mass_g_mol": 241.0,
  "elements": ["C", "C", "C", "C", "C", "C", "O", "O", "O", "P", "Br", "H", "H", "H", "H", "H", "H", "H", "H", "H", "H"],
  "positions_angstrom": [[2.66, 2.19, -0.92], [-2.94, -1.37, 0.78], [2.28, 0.96, -0.82], [-1.59, -1.28, 1.67], [4.06, 2.49, -0.60], [-3.13, -2.68, 0.10], [-1.45, 0.10, -1.36], [0.99, 0.47, -0.94], [-0.87, -0.30, 1.67], [-0.52, 1.18, -1.09], [-4.15, -1.10, 2.24], [1.96, 3.08, -0.92], [-2.97, -0.49, 0.10], [2.89, 0.09, -0.67], [-1.20, -2.09, 2.36], [4.70, 2.70, -1.45], [4.21, 3.35, 0.11], [4.59, 1.70, -0.04], [-3.15, -3.56, 0.80], [-4.12, -2.67, -0.37], [-2.24, -2.78, -0.65]],
  "lowdin_charge": [-0.1781, -0.7686, -0.2256, -0.3345, -0.1376, -0.1695, -0.4385, -0.3420, -0.0236, 0.8971, 0.7395, 0.1285, 0.0680, 0.1238, 0.1352, 0.0692, 0.0880, 0.0814, 0.0901, 0.0733, 0.1241]
}